Density functional theory data (ωB97M-V with the def2-TZVPD basis set) for a structure of composition C37H28AuN2P2S2.

Structure (XYZ):
```
72
Properties=species:S:1:pos:R:3
Au 1.303 0.560 -0.506
S -0.199 1.528 -2.075
P -1.589 0.602 -0.862
C -0.464 -0.349 -0.033
P -0.032 -1.356 1.261
S 1.940 -0.785 1.364
C -0.199 -3.117 0.926
C 0.800 -4.022 1.258
C 0.616 -5.374 1.006
C -0.559 -5.818 0.419
C -1.555 -4.911 0.074
C -1.376 -3.562 0.323
C -0.917 -1.070 2.804
C -2.312 -1.089 2.784
C -3.024 -0.882 3.952
C -2.346 -0.659 5.145
C -0.960 -0.641 5.167
C -0.242 -0.845 3.997
C -2.841 -0.354 -1.725
C -4.083 -0.584 -1.134
C -4.977 -1.462 -1.728
C -4.639 -2.098 -2.915
C -3.404 -1.866 -3.507
C -2.501 -1.003 -2.910
C -2.483 1.854 0.078
C -3.564 2.533 -0.481
C -4.201 3.528 0.241
C -3.763 3.847 1.521
C -2.684 3.176 2.078
C -2.041 2.182 1.356
H 1.724 -3.673 1.702
H 1.394 -6.080 1.265
H -0.699 -6.872 0.222
H -2.466 -5.255 -0.397
H -2.145 -2.858 0.022
H -2.848 -1.257 1.855
H -4.105 -0.892 3.935
H -2.902 -0.499 6.059
H -0.434 -0.464 6.096
H 0.841 -0.814 4.012
H -4.358 -0.072 -0.219
H -5.941 -1.640 -1.271
H -5.344 -2.771 -3.385
H -3.146 -2.362 -4.434
H -1.529 -0.830 -3.357
H -3.912 2.286 -1.477
H -5.041 4.054 -0.192
H -4.266 4.622 2.084
H -2.345 3.423 3.075
H -1.197 1.654 1.784
C 3.537 4.422 0.596
C 2.644 3.354 0.456
N 2.883 2.323 -0.329
C 4.030 2.289 -1.033
C 4.985 3.311 -0.960
C 4.709 4.398 -0.114
C 6.190 3.217 -1.736
C 6.415 2.156 -2.538
C 5.454 1.094 -2.638
C 5.639 -0.031 -3.460
C 4.675 -1.004 -3.500
C 3.525 -0.846 -2.714
N 3.330 0.198 -1.939
C 4.269 1.156 -1.893
H 3.290 5.242 1.255
H 1.706 3.341 0.998
H 5.426 5.206 -0.033
H 6.914 4.019 -1.661
H 7.323 2.086 -3.123
H 6.542 -0.116 -4.052
H 4.784 -1.883 -4.119
H 2.743 -1.597 -2.720
```

Lowest unoccupied orbital energy (eV): -3.14
HOMO-LUMO gap (eV): 7.16
Energy (eV): -85740.693
Charge: +1
E_HOMO (eV): -10.30

---

Density functional theory data (ωB97M-V with the def2-TZVPD basis set) for a structure of composition C37H29ClN4O8PPd at a distorted geometry.

Structure (XYZ):
```
81
Properties=species:S:1:pos:R:3
Pd 0.689 1.028 0.001
O -6.109 -0.615 -0.105
C -5.710 0.720 -0.271
C -4.213 0.804 -0.279
C -3.559 1.954 -0.712
C -2.176 1.963 -0.726
N -1.452 0.927 -0.327
C -2.055 -0.177 0.136
C -3.443 -0.269 0.151
C -1.170 -1.223 0.672
C -1.617 -2.454 1.140
C -0.725 -3.330 1.747
C -1.242 -4.648 2.265
O -2.380 -5.102 1.589
C 0.605 -2.942 1.874
C 0.988 -1.723 1.343
N 0.129 -0.905 0.758
H -7.070 -0.659 -0.060
H -6.081 1.354 0.550
H -6.101 1.142 -1.208
H -4.116 2.814 -1.047
H -1.624 2.832 -1.075
H -3.954 -1.155 0.484
H -2.647 -2.762 1.064
H -1.562 -4.508 3.304
H -0.441 -5.399 2.255
H -2.150 -5.353 0.688
H 1.331 -3.573 2.361
H 2.022 -1.390 1.386
Cl 3.117 1.256 0.028
C 3.772 0.921 -1.542
C 5.148 0.972 -1.709
C 5.696 0.683 -2.947
C 4.876 0.344 -4.011
C 3.504 0.310 -3.844
C 2.929 0.599 -2.608
P 1.110 0.538 -2.383
C 0.495 0.724 -4.101
C 0.300 -0.379 -4.930
C -0.149 -0.203 -6.225
C -0.391 1.070 -6.714
C -0.194 2.172 -5.898
C 0.233 2.002 -4.591
C 0.852 -1.260 -2.160
C -0.462 -1.720 -2.233
C -0.746 -3.059 -2.066
C 0.280 -3.955 -1.808
C 1.587 -3.505 -1.732
C 1.878 -2.162 -1.904
H 5.784 1.234 -0.878
H 6.766 0.721 -3.079
H 5.303 0.106 -4.973
H 2.865 0.053 -4.674
H 0.504 -1.377 -4.570
H -0.304 -1.069 -6.852
H -0.728 1.197 -7.732
H -0.379 3.163 -6.286
H 0.372 2.865 -3.952
H -1.253 -1.020 -2.463
H -1.766 -3.403 -2.137
H 0.065 -5.005 -1.694
H 2.390 -4.201 -1.548
H 2.904 -1.824 -1.873
O -0.880 1.086 2.392
C 0.136 1.701 2.711
O 1.075 1.987 1.911
C 0.339 2.141 4.149
C 1.567 2.644 4.561
C 1.742 3.050 5.877
C 0.708 2.976 6.800
C -0.509 2.462 6.374
C -0.703 2.038 5.065
N -1.614 2.369 7.322
O -2.672 1.971 6.896
O -1.390 2.695 8.462
N 3.041 3.565 6.287
O 3.922 3.545 5.459
O 3.142 3.969 7.419
H 2.389 2.721 3.863
H 0.844 3.309 7.820
H -1.657 1.632 4.761
```

2S+1: 3
Lowest unoccupied orbital energy (alpha / beta) (eV): -3.26 / -4.45
HOMO-LUMO gap (alpha / beta) (eV): 7.80 / 7.31
Energy (eV): -86460.566
Charge: +1
E_HOMO (alpha / beta) (eV): -11.06 / -11.76

---

Density functional theory data (ωB97M-V with the def2-TZVPD basis set) for a structure of composition C37H29CoF9N9OS.

Structure (XYZ):
```
87
Properties=species:S:1:pos:R:3
Co 0.678 -0.654 0.178
C -3.321 5.013 -1.093
C -2.532 3.879 -0.493
C -2.893 3.298 0.723
C -2.172 2.247 1.242
C -1.014 1.726 0.624
N -0.340 0.671 1.187
C -0.143 0.714 2.559
C 0.083 1.913 3.252
C 0.242 1.958 4.621
C 0.215 0.795 5.392
C 0.451 0.826 6.879
C 0.045 -0.399 4.720
C -0.133 -0.440 3.343
N -0.336 -1.719 2.741
C -0.897 -2.801 3.316
C -0.860 -3.827 2.404
C -0.249 -3.271 1.275
N 0.068 -2.003 1.487
C -0.673 2.312 -0.601
C -1.431 3.353 -1.138
N 0.506 1.930 -1.321
C 1.145 2.680 -2.248
C 2.237 1.977 -2.681
C 2.202 0.786 -1.947
N 1.159 0.765 -1.131
H -3.707 5.674 -0.316
H -4.178 4.651 -1.668
H -2.704 5.612 -1.765
H -3.767 3.660 1.254
H -2.486 1.784 2.170
H 0.154 2.826 2.674
H 0.434 2.912 5.100
H 0.123 1.774 7.308
H 1.512 0.709 7.114
H -0.088 0.023 7.384
H 0.087 -1.331 5.273
H -1.315 -2.745 4.306
H -1.229 -4.830 2.527
H -0.035 -3.723 0.321
H -1.162 3.766 -2.102
H 0.795 3.658 -2.521
H 2.972 2.283 -3.405
H 2.893 -0.038 -1.960
S 1.957 -2.205 -0.931
C 0.954 -2.362 -2.286
N 1.581 -2.949 -3.386
N 0.938 -2.868 -4.547
C 0.357 -1.772 -5.216
C -0.211 -2.043 -6.462
C -0.763 -1.027 -7.221
C -0.749 0.282 -6.754
C -0.170 0.549 -5.521
C 0.384 -0.460 -4.747
N -0.342 -2.084 -2.340
N -0.846 -1.480 -1.270
C -2.184 -1.812 -1.056
C -2.855 -1.147 -0.021
C -4.160 -1.478 0.299
C -4.832 -2.474 -0.403
C -4.174 -3.131 -1.439
C -2.866 -2.810 -1.768
H 1.165 -3.643 -5.152
H -0.227 -3.065 -6.826
H -1.207 -1.260 -8.181
H -1.173 1.081 -7.347
H -0.142 1.565 -5.145
H 0.827 -0.229 -3.791
H -2.322 -0.388 0.532
H -4.656 -0.955 1.109
H -5.849 -2.739 -0.143
H -4.685 -3.909 -1.994
H -2.350 -3.320 -2.569
F 5.315 1.384 3.159
C 4.298 1.431 2.270
F 4.773 2.053 1.175
F 3.364 2.227 2.792
C 3.696 0.023 1.893
O 2.517 0.168 1.337
C 4.732 -0.682 0.943
F 4.609 -0.230 -0.310
F 4.515 -2.008 0.905
F 6.022 -0.506 1.293
C 3.634 -0.828 3.216
F 4.818 -1.339 3.613
F 3.175 -0.093 4.240
F 2.796 -1.862 3.067
```

2S+1: 4
Lowest unoccupied orbital energy (alpha / beta) (eV): 2.53 / 0.97
HOMO-LUMO gap (alpha / beta) (eV): 6.72 / 5.18
Energy (eV): -127219.668
Charge: -1
E_HOMO (alpha / beta) (eV): -4.19 / -4.21

---

Density functional theory data (ωB97M-V with the def2-TZVPD basis set) for a structure of composition C37H30CoF6N2O2P2Sb at a distorted geometry.

Structure (XYZ):
```
81
Properties=species:S:1:pos:R:3
Co 2.155 -0.228 0.443
O -0.206 1.968 0.353
P -1.742 2.093 0.223
C -2.208 0.592 1.164
P -1.187 -0.854 0.619
O 0.300 -0.640 0.799
C -1.722 -2.235 1.662
C -1.824 -3.505 1.106
C -2.229 -4.574 1.885
C -2.555 -4.377 3.219
C -2.442 -3.112 3.777
C -2.016 -2.045 3.006
C -1.643 -1.221 -1.089
C -0.700 -1.183 -2.110
C -1.081 -1.505 -3.403
C -2.390 -1.869 -3.672
C -3.330 -1.915 -2.653
C -2.959 -1.591 -1.362
C -2.390 3.581 1.011
C -2.198 3.798 2.374
C -2.588 5.003 2.940
C -3.167 5.985 2.152
C -3.363 5.764 0.798
C -2.985 4.560 0.223
C -2.160 1.960 -1.517
C -3.488 1.831 -1.924
C -3.769 1.710 -3.273
C -2.741 1.732 -4.205
C -1.425 1.873 -3.797
C -1.130 1.990 -2.452
H -3.268 0.357 1.054
H -2.005 0.782 2.222
H -1.604 -3.638 0.056
H -2.312 -5.556 1.444
H -2.902 -5.208 3.814
H -2.690 -2.957 4.815
H -1.904 -1.070 3.454
H 0.320 -0.890 -1.894
H -0.351 -1.486 -4.197
H -2.679 -2.136 -4.676
H -4.343 -2.224 -2.862
H -3.682 -1.650 -0.561
H -1.726 3.049 2.991
H -2.432 5.179 3.994
H -3.456 6.925 2.595
H -3.793 6.535 0.183
H -3.131 4.388 -0.833
H -4.286 1.824 -1.193
H -4.790 1.598 -3.603
H -2.967 1.644 -5.256
H -0.625 1.895 -4.521
H -0.105 2.094 -2.130
C 6.113 1.122 0.459
C 4.714 1.112 0.413
N 4.023 -0.013 0.416
C 4.704 -1.183 0.436
C 6.109 -1.272 0.465
C 6.819 -0.058 0.491
C 6.695 -2.573 0.445
C 5.931 -3.695 0.366
C 4.509 -3.620 0.275
C 3.649 -4.714 0.081
C 2.300 -4.475 -0.078
C 1.796 -3.179 0.022
N 2.571 -2.130 0.259
C 3.908 -2.348 0.346
H 6.618 2.073 0.467
H 4.167 2.041 0.355
H 7.899 -0.069 0.515
H 7.771 -2.644 0.470
H 6.379 -4.675 0.343
H 4.036 -5.720 0.032
H 1.621 -5.287 -0.281
H 0.739 -2.994 -0.099
F 2.035 1.516 1.460
Sb 1.259 3.269 0.444
F 1.808 3.438 -1.381
F 0.779 3.645 2.242
F 0.036 4.653 -0.037
F 3.049 3.834 0.848
F 1.875 0.907 -0.970
```

2S+1: 3
Lowest unoccupied orbital energy (alpha / beta) (eV): -8.11 / -7.44
HOMO-LUMO gap (alpha / beta) (eV): 5.82 / 6.48
Energy (eV): -124970.955
Charge: +2
E_HOMO (alpha / beta) (eV): -13.93 / -13.93

---

Density functional theory data (ωB97M-V with the def2-TZVPD basis set) for a structure of composition C37H31BrIrN2OSb2Se4 at a distorted geometry.

Structure (XYZ):
```
79
Properties=species:S:1:pos:R:3
Ir 0.042 -0.938 -2.001
Br 5.853 3.545 -3.366
C 4.611 2.145 -3.064
C 5.081 0.846 -2.796
C 4.201 -0.155 -2.505
C 2.803 0.076 -2.454
O 2.039 -0.914 -2.139
C 2.336 1.388 -2.780
C 0.975 1.754 -2.818
N -0.054 0.985 -2.577
C -1.383 1.456 -2.709
C -1.773 2.732 -3.047
C -3.131 3.071 -3.138
C -4.105 2.143 -2.909
C -3.749 0.817 -2.586
C -4.699 -0.202 -2.375
C -4.269 -1.472 -2.111
C -2.896 -1.728 -2.022
N -1.972 -0.797 -2.170
C -2.383 0.480 -2.477
C 3.276 2.405 -3.079
H 6.144 0.646 -2.814
H 4.545 -1.158 -2.293
H 0.792 2.784 -3.112
H -1.047 3.505 -3.252
H -3.397 4.089 -3.390
H -5.153 2.404 -2.981
H -5.754 0.036 -2.440
H -4.961 -2.291 -1.976
H -2.551 -2.729 -1.805
H 2.928 3.405 -3.306
C -0.451 -3.356 2.706
C -0.233 -2.133 3.556
C -0.269 -2.215 4.947
C -0.076 -1.096 5.742
C 0.160 0.142 5.162
C 0.203 0.247 3.780
C 0.008 -0.883 2.996
Sb 0.130 -0.448 0.886
C 2.101 0.390 0.965
C 2.365 1.739 0.764
C 3.654 2.236 0.893
C 4.687 1.375 1.217
C 4.430 0.024 1.393
C 3.145 -0.494 1.270
C 2.919 -1.965 1.484
C -1.433 1.029 0.939
C -1.221 2.390 0.762
C -2.266 3.293 0.901
C -3.534 2.831 1.209
C -3.752 1.471 1.366
C -2.715 0.552 1.235
C -2.996 -0.912 1.455
H -0.599 -4.239 3.326
H 0.406 -3.539 2.052
H -1.331 -3.237 2.070
H -0.452 -3.176 5.412
H -0.109 -1.188 6.820
H 0.311 1.021 5.774
H 0.389 1.212 3.320
H 1.572 2.430 0.518
H 3.845 3.291 0.744
H 5.695 1.754 1.332
H 5.244 -0.649 1.636
H 3.870 -2.489 1.566
H 2.376 -2.404 0.644
H 2.351 -2.146 2.400
H -0.237 2.772 0.528
H -2.083 4.352 0.773
H -4.352 3.528 1.335
H -4.744 1.109 1.610
H -4.065 -1.111 1.402
H -2.642 -1.224 2.442
H -2.500 -1.537 0.705
Se 0.775 -5.780 -4.311
Sb -0.021 -5.480 -2.002
Se 1.359 -6.741 -0.395
Se -2.400 -6.052 -1.758
Se 0.139 -3.018 -1.078
```

2S+1: 5
Lowest unoccupied orbital energy (alpha / beta) (eV): -3.83 / -5.50
HOMO-LUMO gap (alpha / beta) (eV): 6.03 / 4.68
Energy (eV): -391235.070
Charge: +1
E_HOMO (alpha / beta) (eV): -9.86 / -10.18

---

Density functional theory data (ωB97M-V with the def2-TZVPD basis set) for a structure of composition C37H31N4O4RuS at a distorted geometry.

Structure (XYZ):
```
78
Properties=species:S:1:pos:R:3
Ru -0.116 0.764 -0.812
C 2.863 3.171 -0.913
C 3.100 2.345 0.314
C 4.372 2.125 0.817
C 4.576 1.300 1.911
C 3.497 0.672 2.510
C 2.206 0.890 2.059
C 1.022 0.307 2.763
C 2.002 1.743 0.962
N 0.714 2.010 0.503
C 0.234 3.301 0.552
O 0.633 4.155 1.334
C -0.785 3.531 -0.489
C -1.415 4.729 -0.773
C -2.311 4.793 -1.833
C -2.557 3.647 -2.604
C -1.880 2.486 -2.303
N -1.002 2.436 -1.273
C -1.988 1.180 -3.020
O -2.670 0.995 -4.019
N -1.188 0.248 -2.431
C -1.071 -1.047 -2.936
C -2.080 -2.015 -2.763
C -3.305 -1.723 -1.962
C -1.892 -3.273 -3.318
C -0.746 -3.587 -4.025
C 0.247 -2.633 -4.183
C 0.100 -1.365 -3.652
C 1.139 -0.315 -3.902
H 3.773 3.281 -1.496
H 2.506 4.166 -0.644
H 2.094 2.697 -1.541
H 5.216 2.604 0.343
H 5.574 1.138 2.292
H 3.652 0.010 3.349
H 1.306 -0.538 3.386
H 0.262 -0.004 2.041
H 0.576 1.071 3.403
H -1.203 5.589 -0.159
H -2.809 5.718 -2.072
H -3.272 3.656 -3.412
H -3.028 -1.595 -0.910
H -4.017 -2.543 -2.034
H -3.776 -0.796 -2.289
H -2.670 -4.013 -3.203
H -0.625 -4.569 -4.459
H 1.140 -2.867 -4.746
H 2.082 -0.769 -4.188
H 1.312 0.309 -3.011
H 0.806 0.334 -4.712
N 0.915 -0.874 -0.516
C 1.662 -1.771 -0.404
C 2.527 -2.833 -0.274
C 3.138 -3.376 -1.427
C 4.001 -4.438 -1.306
C 4.274 -4.988 -0.056
C 3.687 -4.449 1.085
C 2.824 -3.385 0.992
H 2.913 -2.940 -2.388
H 4.476 -4.847 -2.187
H 4.940 -5.835 0.026
H 3.911 -4.870 2.055
H 2.361 -2.959 1.868
O -4.867 0.837 6.700
C -3.917 0.027 6.193
O -3.355 -0.759 6.909
C -3.600 0.152 4.743
C -2.668 -0.754 4.224
C -2.290 -0.712 2.904
C -2.845 0.251 2.058
S -2.462 0.360 0.374
C -3.806 1.137 2.556
C -4.175 1.092 3.880
H -5.234 1.448 6.049
H -2.254 -1.496 4.890
H -1.576 -1.420 2.510
H -4.256 1.847 1.878
H -4.923 1.803 4.214
```

2S+1: 2
Lowest unoccupied orbital energy (alpha / beta) (eV): -2.18 / -1.33
HOMO-LUMO gap (alpha / beta) (eV): 5.73 / 6.54
Energy (eV): -66441.163
Charge: 0
E_HOMO (alpha / beta) (eV): -7.91 / -7.87

---

energy of number 4 (C37H30CoF6N2O2P2Sb)? -124970.955 eV

---

Which formula does entry 6 have? C37H31N4O4RuS

---

The highest charge belongs to which entry? C37H30CoF6N2O2P2Sb

---

Which value of charge does entry 2 give? +1